Entry 1:
Below is C42H33BrCo2O6PS as an isolated structure in a non-equilibrium geometry, with properties calculated with ωB97M-V/def2-TZVPD.

**HOMO level**: -2.3648 eV
**Total energy**: -8150.63893 Eh
**HOMO-LUMO gap**: 4.4 eV
**ΔE to the lowest compared entry with this formula, charge and spin**: 1.480 eV
**Charge**: -1

CARTESIAN COORDINATES (ANGSTROEM)
C  -9.20  -3.51  9.14
C  2.25  1.48  1.39
C  -10.77  -3.02  4.32
Co  -5.51  -3.56  6.77
C  -9.74  -2.70  10.15
C  -9.09  -6.35  6.52
H  -10.26  -8.16  6.41
O  -7.14  -6.24  4.03
H  -8.74  0.36  8.96
C  -8.74  -2.80  3.01
H  -9.60  -5.89  5.69
C  2.02  0.23  0.79
H  -2.69  -1.57  5.53
H  -10.51  -3.62  6.39
O  -2.72  -7.01  4.26
C  -3.55  -6.21  4.41
O  -5.29  -3.43  9.65
C  0.63  -4.36  4.18
C  1.22  2.10  2.12
C  -0.41  -3.88  4.99
H  -5.52  1.24  0.97
C  -8.47  -2.94  8.09
C  -10.02  -3.40  5.43
O  -2.06  -1.15  0.80
H  1.38  3.07  2.57
H  -9.99  -0.68  10.87
H  0.63  -1.32  0.40
C  -4.46  1.00  1.16
H  -8.22  -2.60  2.07
H  -10.72  -2.46  2.24
H  -4.07  0.37  0.35
H  -0.86  1.99  2.70
H  -3.27  -5.07  7.07
C  -8.34  -1.54  8.01
H  -4.62  0.75  4.92
O  -4.66  -3.42  2.18
Br  3.98  2.29  1.26
C  -0.49  -3.52  2.17
H  -6.61  -5.75  8.81
C  -8.75  -8.27  7.97
H  -7.82  -1.08  7.17
H  -0.55  -3.36  1.09
H  -3.85  1.91  1.26
H  -5.73  1.62  3.85
C  -3.59  -3.54  5.45
C  -2.67  -2.58  5.10
H  -6.88  -3.10  4.09
C  -1.49  -3.15  4.41
C  -1.68  -0.41  1.74
C  -8.62  -3.47  5.33
C  -8.87  -0.73  9.02
C  -0.03  1.47  2.23
H  -11.86  -2.96  4.41
H  -3.96  2.09  3.90
H  -2.40  -2.57  2.61
H  -9.01  -9.29  8.26
C  -8.09  -5.65  7.21
C  -7.73  -7.59  8.64
H  2.82  -0.23  0.20
C  -7.98  -3.13  4.14
C  -5.29  -3.50  8.49
H  1.49  -4.88  4.65
C  0.77  -0.38  0.94
H  -10.30  -3.16  10.96
H  -2.21  0.37  3.76
O  -5.59  -0.92  5.53
C  -1.51  -3.05  3.00
C  -10.13  -2.74  3.11
C  -6.20  -5.70  4.45
C  -3.95  -4.50  6.42
H  -0.45  -4.07  6.08
C  -7.40  -6.28  8.27
C  -2.56  -0.17  2.89
H  -9.35  -4.59  9.18
C  -4.69  1.26  3.95
C  -9.44  -7.65  6.92
C  -0.27  0.21  1.68
S  -4.29  -0.01  2.68
C  -9.57  -1.31  10.09
H  -7.19  -8.07  9.47
C  0.58  -4.23  2.77
C  -4.65  -4.00  3.19
P  -7.64  -3.94  6.80
C  -5.55  -1.96  6.06
H  1.36  -4.67  2.10
Co  -4.61  -4.85  4.75

Entry 2:
Below is C42H33Cl2NP2S3Ti as an isolated structure, with properties calculated with ωB97M-V/def2-TZVPD.

**HOMO level (alpha / beta)**: -3.9043 / -3.9380 eV
**Multiplicity**: 2
**Total energy**: -5322.40990 Eh
**HOMO-LUMO gap (alpha / beta)**: 6.5 / 6.5 eV
**ΔE to the lowest compared entry with this formula, charge and spin**: 0.000 eV
**Charge**: -1

CARTESIAN COORDINATES (ANGSTROEM)
H  -1.06  5.18  -4.86
C  -4.13  2.80  -3.30
C  2.39  1.67  5.79
C  1.79  0.83  4.86
C  -5.91  -0.30  1.55
C  0.83  1.32  3.98
C  -1.49  4.86  -1.52
N  -0.19  -1.23  0.41
C  -5.75  -1.09  0.42
S  -0.93  2.96  0.34
H  -1.14  0.73  5.44
C  0.05  -3.30  1.28
H  -1.92  5.37  -0.66
C  -2.84  0.96  -2.44
H  6.55  1.27  2.84
C  -1.40  -0.43  3.64
C  5.00  -0.73  0.60
Ti  0.22  0.80  0.06
H  -4.51  -1.58  -1.24
H  1.09  -1.83  3.45
H  -5.02  1.20  2.80
C  0.38  -1.97  1.43
H  -2.10  -0.40  -3.93
H  2.08  -0.91  2.28
C  1.07  3.50  4.97
C  -3.59  -0.10  0.02
H  3.14  1.29  6.46
C  -3.76  0.69  1.15
H  5.12  -1.64  0.03
H  -3.71  2.50  -1.23
H  -6.81  -0.39  2.15
C  -0.89  -2.11  -0.37
P  0.02  0.29  2.73
H  6.92  -0.84  1.57
H  -1.23  -4.27  -0.28
C  -3.24  1.17  -4.81
H  2.49  3.67  6.57
C  2.02  3.01  5.85
C  -2.68  0.49  -3.74
S  2.13  2.14  0.97
H  -0.22  3.07  3.31
H  -1.97  -1.72  2.02
C  4.62  1.60  2.02
C  -4.91  0.59  1.91
H  -2.05  6.39  -2.91
C  -2.82  -0.58  5.60
C  -1.73  -0.02  4.94
C  -0.77  -3.39  0.13
C  -1.64  -1.56  -1.54
C  3.59  1.20  1.16
C  -4.61  -0.98  -0.35
H  -2.50  -2.18  -1.81
Cl  2.61  -0.61  -0.59
C  0.48  2.67  4.04
C  -3.58  -1.56  4.98
C  -1.57  5.43  -2.78
C  1.06  -1.23  2.53
H  -1.00  -1.46  -2.43
P  -2.08  0.14  -1.00
H  2.09  -0.21  4.82
C  -0.89  3.63  -1.30
H  0.04  3.01  -4.49
H  -3.06  -0.25  6.60
C  -0.39  3.54  -3.66
S  0.51  1.39  -2.27
C  -3.26  -1.97  3.70
C  -1.01  4.76  -3.86
H  -3.86  -2.72  3.20
C  -3.58  2.12  -2.23
H  0.32  -4.09  1.96
H  -4.68  3.72  -3.12
C  -3.96  2.33  -4.59
C  3.84  0.01  0.47
H  0.79  4.55  5.00
C  -0.32  2.96  -2.40
Cl  4.45  3.06  2.95
C  6.00  -0.28  1.46
H  -2.98  1.39  1.43
H  -4.43  -1.99  5.49
H  -6.53  -1.79  0.13
H  -4.39  2.87  -5.43
H  -3.09  0.80  -5.82
C  5.80  0.89  2.17
C  -2.19  -1.40  3.03

Entry 3:
Below is C42H34BrNOP2STi as an isolated structure, with properties calculated with ωB97M-V/def2-TZVPD.

**HOMO level (alpha / beta)**: -16.4690 / -16.4572 eV
**Multiplicity**: 2
**Total energy**: -6254.38060 Eh
**HOMO-LUMO gap (alpha / beta)**: 7.2 / 7.5 eV
**ΔE to the lowest compared entry with this formula, charge and spin**: 0.000 eV
**Charge**: +3

CARTESIAN COORDINATES (ANGSTROEM)
C  2.34  3.58  3.72
H  -1.23  -1.10  3.15
H  4.38  3.07  -4.81
H  1.65  0.89  -2.37
C  2.59  -1.87  0.13
C  -0.92  5.92  -0.64
C  -4.03  -0.95  1.58
S  -1.40  1.50  -0.04
H  -4.59  -4.68  -1.87
C  1.17  -3.07  -1.21
H  0.55  3.35  2.58
Ti  0.45  0.04  -0.41
H  -3.57  -3.59  0.08
C  -0.77  -3.02  3.99
C  3.13  -4.10  -0.34
C  -1.26  -2.66  1.66
C  3.71  2.96  1.37
H  -3.00  6.01  -1.17
P  1.35  2.56  -0.06
C  1.57  -5.47  -1.80
C  0.16  5.10  -0.32
H  -5.85  1.87  2.01
C  2.29  1.77  -2.51
H  -2.14  -2.36  -4.50
C  2.34  2.77  -1.54
Br  2.86  -0.17  0.94
P  -1.58  -1.49  0.34
C  -3.96  1.78  1.02
C  4.41  3.24  2.53
C  -0.03  3.74  -0.16
H  4.29  3.77  4.60
C  3.15  3.89  -1.77
C  -2.40  4.02  -0.68
H  -0.66  -2.63  5.00
C  -2.18  5.38  -0.86
C  -2.94  0.94  0.61
H  -0.77  6.99  -0.76
H  2.43  -6.10  -1.99
C  -3.25  -3.31  -0.92
C  -3.42  -3.60  -3.30
H  0.27  -3.08  -1.80
H  4.49  4.86  -3.12
H  -0.37  -5.05  4.56
H  -5.93  -0.54  2.50
H  -3.37  3.60  -0.90
C  3.02  1.86  -3.68
H  3.78  -4.96  -0.25
H  0.89  -6.05  -1.16
H  -1.13  -1.23  -2.57
N  1.47  -1.90  -0.60
H  1.06  -5.27  -2.74
C  -5.09  -0.13  1.96
H  -0.65  -5.93  2.27
C  3.73  3.55  3.70
C  -1.09  -2.16  2.95
H  4.35  -2.82  0.90
C  -5.05  1.23  1.69
C  -3.82  -3.94  -2.02
C  -1.86  -2.00  -2.40
H  1.82  3.83  4.63
C  -2.44  -2.63  -3.49
C  -1.33  3.23  -0.28
H  -4.05  -2.00  1.84
H  4.25  2.74  0.46
C  -2.94  -0.43  0.90
H  -1.21  -4.42  0.41
C  2.31  2.99  1.39
C  1.63  3.30  2.57
C  -0.61  -4.38  3.74
H  -3.93  2.85  0.88
H  -3.87  -4.08  -4.15
C  3.45  -2.92  0.30
C  -1.08  -4.02  1.41
C  -2.26  -2.35  -1.10
H  5.50  3.23  2.52
H  1.14  5.53  -0.21
C  3.87  3.99  -2.94
H  2.97  1.08  -4.43
C  1.97  -4.20  -1.11
H  3.22  4.68  -1.02
C  -0.76  -4.88  2.46
C  3.81  2.98  -3.89
O  -1.02  0.88  -1.44

Entry 4:
Below is C42H34N7S5Se2Zr as an isolated structure in a non-equilibrium geometry, with properties calculated with ωB97M-V/def2-TZVPD.

**HOMO level**: -8.8758 eV
**Total energy**: -8844.77198 Eh
**HOMO-LUMO gap**: 5.5 eV
**Charge**: +1

CARTESIAN COORDINATES (ANGSTROEM)
N  1.26  -0.70  2.36
C  4.35  -2.25  -0.06
N  -4.94  0.61  1.17
S  -1.44  -0.58  4.13
S  -1.41  1.01  2.79
C  -0.57  1.67  -2.23
Se  2.32  1.78  3.40
H  -1.20  3.72  1.11
C  -2.85  -3.51  0.87
C  4.53  -4.62  -0.16
H  -6.25  4.75  -0.26
C  3.96  0.16  -1.19
H  0.24  -2.43  1.89
N  -3.85  1.10  1.75
C  -5.55  2.86  0.44
C  5.68  -2.14  -0.47
H  -2.12  -5.03  2.12
H  4.66  2.27  -2.57
H  -8.20  3.81  -1.44
H  3.19  -0.26  5.10
C  -1.92  -1.74  2.88
C  -5.79  1.49  0.47
Zr  0.63  0.23  0.46
H  -2.58  -1.54  -1.84
H  0.71  3.60  -3.56
H  -1.37  -3.49  3.92
H  0.03  -1.93  -5.20
C  -0.10  -1.83  -4.13
C  5.83  -4.51  -0.61
C  -3.03  -2.07  0.61
C  1.40  2.96  -3.02
C  2.01  3.48  0.75
S  2.12  -3.67  0.67
H  4.95  0.60  -1.09
H  7.45  -3.17  -1.07
H  -0.78  5.94  0.12
H  4.02  -0.60  -1.96
H  3.39  4.91  -0.07
C  -1.39  -1.75  -3.59
C  -0.48  -1.61  -1.36
H  6.40  -5.41  -0.83
H  1.55  6.53  -0.59
C  0.99  -1.82  -3.28
C  -6.43  3.68  -0.24
H  -0.74  0.74  -2.78
C  3.58  2.22  -2.47
C  1.33  5.57  -0.12
C  3.75  -3.49  0.13
H  4.09  -5.60  -0.03
C  0.04  5.25  0.27
Se  3.37  2.28  1.38
H  -4.69  3.26  0.95
C  -1.80  -3.07  3.03
H  3.19  3.91  -3.73
C  2.05  -0.11  3.32
H  6.14  -1.16  -0.55
N  0.77  3.12  1.04
C  -6.89  0.96  -0.18
C  1.04  -2.04  2.49
C  -0.20  4.01  0.83
C  0.89  1.94  -2.23
H  2.56  -2.67  5.46
N  1.69  1.13  -1.49
H  -2.25  -1.78  -4.24
C  0.80  -1.73  -1.90
H  -7.08  -0.11  -0.14
C  2.56  -0.78  4.39
C  3.03  1.23  -1.68
C  -7.53  3.16  -0.91
C  2.76  3.12  -3.12
H  -4.96  -0.37  0.91
C  2.35  4.68  0.14
C  -2.87  0.34  1.99
H  1.99  -1.93  -3.67
H  -3.90  -1.81  0.00
C  -7.75  1.79  -0.87
H  -1.09  2.47  -2.76
H  1.65  -1.86  -1.23
C  -1.58  -1.63  -2.23
C  6.42  -3.26  -0.76
C  -2.25  -3.96  1.98
C  2.21  -2.14  4.58
S  3.51  -0.72  0.32
N  -0.60  -1.41  0.04
S  -1.32  1.50  -0.58
H  -3.24  -4.19  0.14
H  1.17  -3.79  3.73
C  1.45  -2.75  3.65
N  -1.94  -1.14  0.37
C  -2.51  -1.10  1.68
H  -8.61  1.37  -1.38

Entry 5:
Below is C42H34N8ORbS4 as an isolated structure, with properties calculated with ωB97M-V/def2-TZVPD.

**HOMO level (alpha / beta)**: -0.5256 / -1.6311 eV
**Multiplicity**: 2
**Total energy**: -3750.98778 Eh
**HOMO-LUMO gap (alpha / beta)**: 3.8 / 4.9 eV
**Charge**: -2

CARTESIAN COORDINATES (ANGSTROEM)
H  5.55  3.45  -2.68
C  -2.90  2.62  -5.67
C  3.33  1.55  6.59
C  -6.38  -1.03  1.24
C  2.38  2.25  -2.45
C  0.52  -3.44  2.30
N  -0.61  2.68  1.15
N  -1.90  0.67  2.27
N  0.83  -3.08  -1.16
C  -2.47  1.86  2.40
S  0.87  3.53  -4.48
H  1.32  -1.67  -7.00
H  -3.97  -1.19  4.14
C  -3.63  2.03  3.16
H  1.03  3.30  0.10
C  3.49  2.94  -2.96
C  3.69  1.46  -0.65
C  2.24  -4.33  0.40
C  1.10  -1.25  -4.89
H  2.90  -4.65  -0.39
C  2.47  -4.66  1.72
O  -2.95  -0.01  -0.71
N  -4.03  -0.28  -0.05
H  4.14  -0.45  6.47
H  -4.12  2.99  3.22
C  -0.98  1.88  -3.80
S  1.46  -0.47  3.41
C  -4.20  -1.53  0.43
N  0.27  -3.09  1.05
H  3.82  0.88  0.27
H  1.74  -4.46  3.75
C  -1.77  2.99  1.73
C  1.28  -3.15  -3.39
H  5.26  0.81  5.91
H  3.40  3.50  -3.89
C  -0.73  2.91  -4.72
C  -3.16  1.60  -4.75
C  1.59  -4.22  2.71
H  4.15  -0.28  3.96
C  4.69  2.91  -2.29
H  -5.42  -2.97  1.41
H  0.33  5.71  0.08
H  1.62  -4.10  -6.65
H  3.67  2.56  6.38
H  5.74  2.13  -0.59
C  1.48  -3.44  -5.79
C  2.42  1.47  -1.26
S  1.68  1.31  5.84
C  -5.02  0.68  0.15
H  -3.66  2.91  -6.38
C  -6.20  0.26  0.80
H  3.33  -5.27  1.99
C  1.08  -1.77  -3.61
H  -3.36  -2.19  0.25
H  0.97  -0.19  -5.04
C  0.10  3.63  0.57
C  2.33  0.34  4.51
C  4.79  2.16  -1.12
C  -1.68  3.29  -5.66
C  4.22  0.50  5.92
H  -1.84  6.32  1.17
N  1.36  -3.75  -2.16
S  -4.81  2.27  -0.41
H  -2.41  0.46  -3.07
N  0.07  1.60  -2.96
H  -1.93  -1.33  2.71
C  -2.25  4.30  1.75
C  1.11  -3.52  0.08
C  -2.44  -0.38  2.87
N  3.71  0.39  4.57
C  -1.49  5.29  1.16
H  -5.07  1.04  4.40
C  -2.21  1.23  -3.81
H  -4.11  1.10  -4.78
Rb  -0.32  -0.11  -0.34
H  1.63  -5.03  -4.36
C  -4.18  0.93  3.80
H  -0.19  -3.07  3.05
C  -3.57  -0.31  3.66
H  -3.21  4.54  2.18
C  1.10  2.33  -3.16
C  -0.29  4.96  0.56
H  3.26  1.40  7.67
H  -7.32  -1.33  1.70
H  -1.48  4.09  -6.36
H  -6.97  1.01  0.91
C  1.49  -3.97  -4.52
C  -5.35  -1.94  1.06
C  1.30  -2.08  -6.00
H  0.94  -1.11  -2.77